Density functional theory data (ωB97M-V/def2-TZVPD) for one molecule with the formula C22H32O2.

Output
**SMILES string**: CC/C=C\C/C=C\C/C=C\C/C=C\C/C=C\C/C=C\CCC(=O)O
**Energy relative to the best compared isomer or geometry (same formula, charge and spin)**: 137.49 kJ/mol
**LUMO energy**: 0.86 eV
**DFT total energy**: -1007.880657 Eh
**Kohn-Sham gap**: 9.931 eV

Last columns: bonded neighbours and bond lengths (Å).
CARTESIAN COORDINATES (ANGSTROEM)
1 C -3.192 -0.265 -2.081  C2 1.531, H25 1.088, H26 1.089, H27 1.088
2 C -3.438 0.861 -1.074  C1 1.531, C3 1.499, H28 1.090, H29 1.092
3 C -3.089 2.194 -1.665  C2 1.499, C4 1.324, H30 1.083
4 C -1.938 2.832 -1.522  C3 1.324, C5 1.504, H31 1.082
5 C -0.766 2.347 -0.712  C4 1.504, C6 1.503, H32 1.087, H33 1.094
6 C -0.887 2.846 0.700  C5 1.503, C7 1.328, H34 1.084
7 C -0.904 2.120 1.812  C6 1.328, C8 1.497, H35 1.084
8 C -0.779 0.633 1.937  C7 1.497, C9 1.500, H36 1.097, H37 1.088
9 C -1.994 0.043 2.590  C8 1.500, C10 1.325, H38 1.082
10 C -2.499 -1.153 2.325  C9 1.325, C11 1.502, H39 1.082
11 C -1.926 -2.128 1.338  C10 1.502, C12 1.505, H40 1.094, H41 1.095
12 C -0.575 -2.636 1.767  C11 1.505, C13 1.324, H42 1.081
13 C 0.296 -3.270 0.998  C12 1.324, C14 1.503, H43 1.082
14 C 0.116 -3.612 -0.454  C13 1.503, C15 1.502, H44 1.093, H45 1.094
15 C 1.405 -3.452 -1.211  C14 1.502, C16 1.324, H46 1.081
16 C 1.983 -2.286 -1.452  C15 1.324, C17 1.505, H47 1.081
17 C 1.425 -0.957 -1.020  C16 1.505, C18 1.500, H48 1.093, H49 1.094
18 C 2.052 0.186 -1.761  C17 1.500, C19 1.324, H50 1.082
19 C 3.224 0.738 -1.484  C18 1.324, C20 1.498, H51 1.083
20 C 4.141 0.352 -0.364  C19 1.498, C21 1.541, H52 1.093, H53 1.090
21 C 4.219 1.471 0.692  C20 1.541, C22 1.507, H54 1.090, H55 1.089
22 C 2.855 1.624 1.315  C21 1.507, O23 1.204, O24 1.331
23 O 2.390 0.883 2.142  C22 1.204
24 O 2.187 2.662 0.816  C22 1.331, H56 0.981
25 H -3.477 -1.225 -1.656  C1 1.088
26 H -2.141 -0.303 -2.362  C1 1.089
27 H -3.775 -0.102 -2.984  C1 1.088
28 H -2.861 0.683 -0.168  C2 1.090
29 H -4.495 0.862 -0.798  C2 1.092
30 H -3.858 2.637 -2.285  C3 1.083
31 H -1.807 3.799 -1.991  C4 1.082
32 H -0.710 1.261 -0.736  C5 1.087
33 H 0.155 2.742 -1.151  C5 1.094
34 H -0.999 3.921 0.776  C6 1.084
35 H -1.026 2.632 2.760  C7 1.084
36 H 0.095 0.416 2.562  C8 1.097
37 H -0.603 0.161 0.972  C8 1.088
38 H -2.467 0.667 3.336  C9 1.082
39 H -3.374 -1.484 2.868  C10 1.082
40 H -2.607 -2.977 1.228  C11 1.094
41 H -1.842 -1.656 0.354  C11 1.095
42 H -0.332 -2.465 2.807  C12 1.081
43 H 1.233 -3.601 1.425  C13 1.082
44 H -0.659 -2.979 -0.894  C14 1.093
45 H -0.225 -4.649 -0.532  C14 1.094
46 H 1.886 -4.361 -1.544  C15 1.081
47 H 2.923 -2.248 -1.986  C16 1.081
48 H 0.346 -0.955 -1.193  C17 1.093
49 H 1.579 -0.845 0.058  C17 1.094
50 H 1.493 0.553 -2.612  C18 1.082
51 H 3.576 1.563 -2.091  C19 1.083
52 H 5.145 0.187 -0.764  C20 1.093
53 H 3.808 -0.567 0.116  C20 1.090
54 H 4.935 1.193 1.466  C21 1.090
55 H 4.511 2.412 0.228  C21 1.089
56 H 1.268 2.697 1.158  O24 0.981